Entry 1:
This record from the OMol25 dataset describes an isolated molecule of C2H7N. The level of theory is ωB97M-V/def2-TZVPD.

```
10
Properties=species:S:1:pos:R:3:forces:R:3:mulliken_charge:R:1
C 1.149420 0.360228 -0.032381 0.2 0.0 0.4 -0.804
N 0.019773 -0.295999 -0.630351 -0.3 0.2 -0.4 -0.351
C -1.199691 -0.145393 0.140584 0.3 -0.3 -0.2 -0.805
H 1.008693 1.440566 -0.055874 0.0 0.1 -0.1 0.262
H 1.304829 0.102094 1.026193 0.0 -0.1 0.1 0.284
H 2.065491 0.106613 -0.555820 0.1 0.1 -0.2 0.316
H 0.208984 -1.252896 -0.883193 0.0 -0.1 0.2 0.235
H -1.090826 -0.513245 1.170202 -0.1 0.1 0.1 0.290
H -1.994774 -0.711502 -0.336450 -0.2 0.1 0.0 0.306
H -1.471900 0.909535 0.157090 -0.1 0.0 0.1 0.266
```
Positions in Å, forces in eV/Å.

Kohn-Sham gap: 9.883 eV
E: -135.13257 a.u.
E_LUMO: 1.3 eV
HOMO: -8.61 eV
ΔE to the lowest compared entry with this formula, charge and spin: 7.8 kcal/mol

=====

Entry 2:
This record from the OMol25 dataset describes the ion C2H7N2 with charge +1 in a non-equilibrium geometry. The level of theory is ωB97M-V/def2-TZVPD.

```
11
Properties=species:S:1:pos:R:3:forces:R:3:mulliken_charge:R:1
C 0.625510 -0.767746 -1.357041 0.7 -0.3 0.5 -0.758
N 0.387437 -0.376201 0.042186 -0.3 -0.1 -0.9 -0.199
C -0.541464 0.473098 0.355764 -0.3 0.4 0.9 0.284
N -0.724138 0.960901 1.560701 0.3 -0.2 0.3 -0.300
H 0.223510 -0.006666 -2.012003 -0.1 -0.1 -0.2 0.324
H 0.238604 -1.757466 -1.529574 -0.5 -0.2 -0.2 0.316
H 1.702440 -0.858849 -1.500685 0.0 0.3 -0.1 0.297
H 0.910561 -0.870442 0.750550 0.1 0.2 0.2 0.246
H -1.265702 0.842754 -0.353852 0.3 -0.1 -0.6 0.303
H -0.087224 0.741743 2.320137 -0.3 0.1 -0.1 0.234
H -1.469534 1.618874 1.723817 0.0 0.0 0.1 0.253
```
Positions in Å, forces in eV/Å.

Kohn-Sham gap: 11.875 eV
net charge: +1
E: -189.67685 a.u.
E_LUMO: -3.7 eV
HOMO: -15.61 eV
ΔE to the lowest compared entry with this formula, charge and spin: 2.2 kcal/mol

=====

Entry 3:
This record from the OMol25 dataset describes a cluster of 2 separate species, C2H7N2O in total in a non-equilibrium geometry. The level of theory is ωB97M-V/def2-TZVPD.

```
12
Properties=species:S:1:pos:R:3:forces:R:3:mulliken_charge:R:1
C 2.138147 -0.211470 -0.832834 3.1 1.0 -0.6 0.039
C -2.374182 0.625221 0.410026 1.9 0.9 1.9 -0.186
N 1.087998 0.547312 -0.441005 -2.0 2.0 0.4 -0.358
N -1.499949 -0.002483 -0.241170 1.0 1.4 0.2 -0.394
O 1.887786 -0.048114 0.657328 -0.9 -2.4 0.0 -0.184
H 2.098107 -1.189535 -1.310030 -0.3 -0.3 0.7 0.266
H 3.130721 0.347500 -1.039406 -1.7 -0.9 0.0 0.230
H -3.352210 0.240889 0.565010 -1.1 0.2 -0.3 0.279
H -1.959470 1.458147 1.044569 -1.0 -0.6 -0.7 0.216
H 2.372679 0.637105 1.102583 1.0 1.1 0.2 0.408
H -0.048874 0.287582 -0.263716 0.6 -0.6 -0.8 0.495
H -1.864237 -0.734979 -0.773914 -0.6 -1.7 -1.0 0.188
```
Positions in Å, forces in eV/Å.

Kohn-Sham gap: 10.907 eV
net charge: +1
E: -264.71330 a.u.
E_LUMO: -3.8 eV
HOMO: -14.74 eV
ΔE to the lowest compared entry with this formula, charge and spin: 136.7 kcal/mol

=====

Entry 4:
This record from the OMol25 dataset describes the ion C2H7N2O with charge +1 in a non-equilibrium geometry. The level of theory is ωB97M-V/def2-TZVPD.

```
12
Properties=species:S:1:pos:R:3:forces:R:3:mulliken_charge:R:1
C 0.471402 -2.041306 1.410790 0.4 4.8 3.6 -0.492
C -0.193190 2.037546 -0.859723 -1.6 1.7 -0.8 -0.644
N -0.032412 -1.523396 0.283272 -2.3 2.2 -4.3 -0.077
N -0.727218 0.748430 -0.582460 -1.2 -3.4 -0.5 0.101
O -0.251641 0.034692 0.435071 0.6 -0.1 -0.3 -0.100
H -0.223453 -2.652992 1.928620 -0.8 -0.6 0.7 0.281
H 0.801289 -1.062436 2.039136 -0.3 -2.6 -0.6 0.339
H 1.290230 -2.590392 1.099044 2.1 -1.3 -0.5 0.281
H -0.832109 2.775349 -0.298045 0.5 -0.4 -0.6 0.302
H 0.709889 1.979528 -0.323550 1.7 0.7 -0.1 0.347
H -0.209069 2.358661 -2.010026 0.3 -1.2 2.6 0.303
H -1.390825 0.248703 -1.218587 0.8 0.3 0.7 0.358
```
Positions in Å, forces in eV/Å.

Kohn-Sham gap (spin up / spin down): 8.254 / 9.762 eV
net charge: +1
E: -264.63811 a.u.
E_LUMO (spin up / spin down): -7.1 / -5.8 eV
HOMO (spin up / spin down): -15.31 / -15.58 eV
ΔE to the lowest compared entry with this formula, charge and spin: 183.9 kcal/mol

=====

Entry 5:
This record from the OMol25 dataset describes a cluster of 2 separate species, C2H7N2O in total in a non-equilibrium geometry. The level of theory is ωB97M-V/def2-TZVPD.

```
12
Properties=species:S:1:pos:R:3:forces:R:3:mulliken_charge:R:1
C 1.552834 -0.935879 0.952603 0.9 -0.1 -0.6 -0.007
N 0.623588 -1.216986 1.765130 -0.6 0.2 0.6 -0.132
H 2.356122 -0.236736 1.175529 -0.3 -0.1 0.4 0.290
H 1.661292 -1.480498 0.029544 -0.4 0.0 -0.2 0.246
H -0.198060 -1.736975 1.478968 0.3 -0.4 -0.1 0.277
H 0.543956 -0.800313 2.687025 0.2 0.3 -0.1 0.285
C -0.491315 0.834867 -1.413358 0.4 0.1 -0.3 0.123
N -1.711903 1.349668 -1.305808 -0.4 -0.1 0.4 -0.301
O 0.158720 0.422255 -0.457630 -0.1 -0.1 0.3 -0.581
H -0.068899 0.821279 -2.426892 -0.2 0.0 0.0 0.336
H -2.279364 1.614085 -2.092788 0.2 0.0 -0.1 0.234
H -2.146973 1.365231 -0.392319 0.1 0.1 -0.2 0.229
```
Positions in Å, forces in eV/Å.

Kohn-Sham gap: 9.828 eV
net charge: +1
E: -264.90098 a.u.
E_LUMO: -4.6 eV
HOMO: -14.38 eV
ΔE to the lowest compared entry with this formula, charge and spin: 19.0 kcal/mol

=====

Entry 6:
This record from the OMol25 dataset describes a cluster of 2 separate species, C2H7N2O in total in a non-equilibrium geometry. The level of theory is ωB97M-V/def2-TZVPD.

```
12
Properties=species:S:1:pos:R:3:forces:R:3:mulliken_charge:R:1
C 1.999954 0.477903 1.827290 -0.3 -0.3 0.4 -0.054
N 2.297955 -0.296367 0.869485 0.6 -0.1 0.1 -0.094
H 2.735792 0.809073 2.548135 0.2 -0.4 0.1 0.281
H 0.965140 0.739055 1.990590 -0.1 0.6 -0.5 0.289
H 1.696838 -0.454350 0.083018 -1.2 -0.3 -0.3 0.284
H 3.168254 -0.810762 0.821003 0.5 0.5 0.0 0.291
C -1.581848 0.118299 -1.592876 1.0 0.3 1.0 0.138
N -2.755135 -0.306716 -1.120636 -0.6 0.0 -0.8 -0.308
O -0.568233 0.186150 -0.902241 0.3 -0.2 0.2 -0.602
H -1.519880 0.463856 -2.625614 -0.5 -0.2 -0.3 0.325
H -3.555897 -0.330588 -1.731004 0.0 0.0 0.1 0.225
H -2.882945 -0.595549 -0.167153 0.2 0.0 0.1 0.224
```
Positions in Å, forces in eV/Å.

Kohn-Sham gap: 7.954 eV
net charge: +1
E: -264.89200 a.u.
E_LUMO: -5.5 eV
HOMO: -13.50 eV
ΔE to the lowest compared entry with this formula, charge and spin: 24.6 kcal/mol

=====

Entry 7:
This record from the OMol25 dataset describes the ion C2H7N2O2 with charge +1 in a non-equilibrium geometry. The level of theory is ωB97M-V/def2-TZVPD.

```
13
Properties=species:S:1:pos:R:3:forces:R:3:mulliken_spin:R:1
C -1.574850 -1.027751 0.080123 -0.8 -2.8 -0.7 0.000
C 1.308116 1.277091 -0.025096 -0.6 -1.7 0.2 0.014
N -0.843480 0.139545 0.369313 0.5 -7.7 1.1 0.451
N 0.464501 0.113983 -0.023757 4.2 -1.7 -1.6 0.676
O -1.354236 1.165276 0.532327 -2.8 8.4 0.9 0.598
O 0.962430 -1.116932 -0.388696 -4.0 1.8 1.0 0.176
H -1.235498 -1.943559 0.657360 -0.5 1.3 -0.4 0.015
H -1.340935 -1.247482 -0.974816 -0.8 -0.3 0.1 0.014
H -2.647569 -0.787248 0.242059 0.9 -0.3 -0.1 0.005
H 1.818121 1.186104 -0.941798 0.9 0.7 -1.1 0.014
H 1.933392 1.208650 0.827305 1.0 0.1 0.9 0.033
H 0.625455 2.057763 0.078590 -0.7 1.8 -0.1 0.006
H 1.884548 -1.025445 -0.432915 2.7 0.3 -0.2 -0.003
```
Positions in Å, forces in eV/Å.

Kohn-Sham gap (spin up / spin down): 9.262 / 8.385 eV
net charge: +1
E: -339.85921 a.u.
E_LUMO (spin up / spin down): -3.7 / -8.1 eV
HOMO (spin up / spin down): -12.94 / -16.49 eV
ΔE to the lowest compared entry with this formula, charge and spin: 51.4 kcal/mol
2S+1: 3

=====

Entry 8:
This record from the OMol25 dataset describes an isolated molecule of C2H7N2OPS2 in a non-equilibrium geometry. The level of theory is ωB97M-V/def2-TZVPD.

```
15
Properties=species:S:1:pos:R:3:forces:R:3:mulliken_charge:R:1
C 1.278911 -0.162838 0.273130 1.2 -1.7 -0.5 0.674
C 2.452612 -0.846476 -0.378473 0.2 -1.3 2.5 -1.175
N -2.685092 1.084584 -1.330840 -0.3 1.8 1.4 -0.448
N 1.369981 0.122451 1.536207 -1.3 0.9 1.7 -0.335
O -2.168049 1.134414 1.204617 0.0 1.5 1.4 -0.630
P -2.393031 0.267143 0.073349 -0.3 -1.4 -0.7 0.606
S -0.061681 -0.082841 -0.630585 -0.8 0.1 -1.7 -0.304
S -3.008590 -1.564610 0.179430 0.2 0.6 -0.5 -0.363
H 2.333638 -1.989060 -0.301660 0.3 1.8 0.0 0.261
H 2.479211 -0.565205 -1.356074 -0.1 0.4 -2.9 0.384
H 3.396232 -0.478060 0.027494 0.1 -0.4 0.4 0.380
H -2.868758 2.143262 -1.248157 0.5 -2.6 -0.6 0.268
H -2.781594 0.530781 -2.160355 -0.4 0.4 -0.4 0.232
H 0.502178 0.429043 1.970344 0.3 0.1 0.1 0.237
H 2.154032 -0.022583 2.141574 0.4 -0.2 -0.3 0.213
```
Positions in Å, forces in eV/Å.

Kohn-Sham gap: 8.766 eV
E: -1402.93805 a.u.
E_LUMO: 0.2 eV
HOMO: -8.54 eV
ΔE to the lowest compared entry with this formula, charge and spin: 0.0 kcal/mol

=====

What is the ΔE to the lowest compared entry with this formula, charge and spin in the second record? 2.2 kcal/mol

=====

The highest E belongs to which entry? C2H7N

=====

Which of these has the lowest ΔE to the lowest compared entry with this formula, charge and spin? C2H7N2OPS2